{
  "formula": "C4H5O5",
  "method": "ωB97M-V/def2-TZVPD",
  "species": ["C", "C", "O", "C", "O", "O", "C", "O", "O", "H", "H", "H", "H", "H"],
  "coordinates": [[1.667, -0.003, -0.833], [0.471, 0.757, -0.282], [0.275, 1.873, -0.721], [-0.472, 0.110, 0.648], [-1.460, 0.999, 1.064], [0.102, -0.575, 1.713], [-1.308, -1.046, -0.317], [-2.181, -0.445, -0.893], [-0.809, -2.140, -0.184], [2.317, 0.820, -1.217], [1.241, -0.453, -1.747], [2.076, -0.723, -0.093], [-1.252, 1.922, 0.756], [-0.666, -1.096, 2.105]],
  "forces_ev_per_angstrom": [[-0.492, 0.685, -0.136], [1.061, -0.382, 0.129], [-0.548, 0.659, 0.074], [-1.243, -0.382, -0.653], [0.219, 1.596, 0.515], [-0.883, -0.506, 1.279], [1.517, 2.684, 1.282], [-1.570, -0.685, -1.560], [-0.149, -2.018, -0.398], [0.047, -0.949, 0.625], [0.412, -0.498, 0.466], [-0.092, 0.430, -0.881], [0.014, -1.400, 0.139], [1.705, 0.768, -0.881]],
  "lowdin_charge": [0.00, -0.40, 0.05, -0.51, 0.00, 0.00, -0.68, 0.02, 0.00, 0.08, 0.09, 0.09, 0.11, 0.14],
  "molar_mass_g_mol": 133.079,
  "homo_energy_ev": -3.752,
  "lumo_ev": 3.895,
  "energy_ev": -14467.6921,
  "de_lowest_kcal_mol": 0.0,
  "charge": -1,
  "smiles": "CC(=O)C(O)(O)C(=O)[O-]",
  "orbital_gap_ev": 7.647
}



{
  "formula": "C3H13NO3",
  "method": "ωB97M-V/def2-TZVPD",
  "species": ["C", "C", "N", "C", "H", "H", "H", "H", "H", "H", "H", "O", "H", "H", "O", "H", "H", "O", "H", "H"],
  "coordinates": [[-1.016, -0.348, -1.234], [-0.598, 0.812, -0.721], [0.608, 1.114, -0.047], [1.869, 1.425, -0.763], [-0.672, -1.224, -0.701], [-1.841, -0.250, -1.921], [-1.206, 1.705, -0.867], [0.393, 2.043, 0.287], [1.787, 2.387, -1.257], [2.061, 0.688, -1.544], [2.689, 1.382, -0.054], [0.633, -3.336, -1.300], [1.432, -3.872, -1.307], [0.979, -2.448, -1.144], [-2.340, 0.788, 1.924], [-1.413, 0.809, 1.724], [-2.460, 1.712, 2.171], [0.040, -1.267, 2.059], [-0.142, -1.147, 3.000], [-0.802, -0.973, 1.693]],
  "forces_ev_per_angstrom": [[0.357, 1.029, 1.382], [0.414, 0.480, -1.481], [-0.387, 0.836, 0.824], [-0.557, -1.225, -0.631], [0.201, -0.595, -1.031], [-0.338, -0.757, 0.267], [-0.089, 0.027, -0.480], [0.102, -0.073, 0.912], [0.261, 0.308, -0.039], [-0.031, -0.092, 0.096], [0.038, 0.206, 0.025], [0.292, 0.158, -0.025], [-0.061, -0.202, 0.004], [-0.185, 0.002, 0.006], [-0.450, 0.514, 0.310], [1.011, -0.297, -0.359], [-0.522, -0.047, 0.148], [-0.409, 0.204, 0.414], [0.315, -0.191, 0.026], [0.037, -0.286, -0.367]],
  "lowdin_charge": [0.03, -0.28, -0.11, -0.09, 0.04, 0.06, 0.10, 0.09, 0.07, 0.08, 0.07, -0.06, 0.03, 0.01, -0.04, -0.02, 0.05, -0.06, 0.04, 0.00],
  "molar_mass_g_mol": 111.141,
  "homo_energy_ev": -8.598,
  "lumo_ev": 0.615,
  "energy_ev": -10952.4238,
  "de_lowest_kcal_mol": 54.1,
  "smiles": "C=CNC.O.O.O",
  "orbital_gap_ev": 9.213
}



{
  "formula": "C36H33FGaN7",
  "method": "ωB97M-V/def2-TZVPD",
  "species": ["Ga", "C", "C", "N", "C", "C", "N", "C", "C", "C", "C", "C", "N", "C", "C", "N", "C", "C", "N", "C", "C", "C", "N", "C", "C", "H", "H", "H", "H", "H", "H", "H", "H", "H", "H", "H", "H", "C", "C", "C", "C", "C", "C", "C", "C", "C", "C", "C", "C", "N", "C", "C", "C", "C", "C", "C", "F", "H", "H", "H", "H", "H", "H", "H", "H", "H", "H", "H", "H", "H", "H", "H", "H", "H", "H", "H", "H", "H"],
  "coordinates": [[1.026, 0.137, -0.991], [4.565, -2.174, -1.850], [3.553, -1.238, -2.031], [2.911, -0.737, -0.977], [3.267, -1.155, 0.253], [4.254, -2.114, 0.396], [4.896, -2.623, -0.650], [2.569, -0.455, 1.355], [2.870, -0.492, 2.697], [2.215, 0.402, 3.560], [1.339, 1.340, 3.003], [1.087, 1.299, 1.647], [1.652, 0.379, 0.877], [0.327, 2.280, 0.846], [-0.398, 3.331, 1.369], [-0.936, 4.270, 0.596], [-0.751, 4.151, -0.705], [-0.071, 3.071, -1.267], [0.463, 2.136, -0.490], [2.497, 0.385, 5.008], [2.553, 1.563, 5.745], [2.818, 1.477, 7.103], [3.009, 0.331, 7.749], [2.950, -0.789, 7.035], [2.706, -0.820, 5.671], [5.104, -2.568, -2.702], [3.260, -0.898, -3.016], [4.537, -2.486, 1.371], [3.637, -1.148, 3.079], [0.875, 2.085, 3.632], [-0.558, 3.424, 2.434], [-1.154, 4.926, -1.343], [0.027, 2.961, -2.332], [2.438, 2.533, 5.282], [2.883, 2.378, 7.700], [3.103, -1.712, 7.580], [2.647, -1.769, 5.157], [-1.426, -0.525, -4.998], [-0.643, 0.091, -3.837], [0.449, 1.026, -4.372], [-1.579, 0.788, -2.855], [-2.414, 1.796, -3.324], [-3.312, 2.420, -2.472], [-3.409, 2.007, -1.156], [-2.608, 0.987, -0.632], [-2.965, 0.540, 0.785], [-4.364, -0.091, 0.750], [-2.039, -0.408, 1.543], [-1.658, 0.440, -1.496], [-0.699, -0.541, -1.003], [-1.053, -1.865, -1.365], [-2.265, -2.207, -1.964], [-2.590, -3.536, -2.203], [-1.715, -4.554, -1.870], [-0.499, -4.249, -1.281], [-0.221, -2.924, -1.044], [0.992, -2.565, -0.457], [-0.766, -1.129, -5.619], [-1.863, 0.246, -5.633], [-2.234, -1.162, -4.642], [-0.146, -0.737, -3.318], [0.042, 1.993, -4.668], [0.933, 0.597, -5.248], [1.249, 1.216, -3.633], [-2.372, 2.085, -4.366], [-3.954, 3.209, -2.840], [-4.138, 2.475, -0.507], [-3.039, 1.461, 1.375], [-4.346, -1.009, 0.160], [-5.112, 0.570, 0.317], [-4.684, -0.348, 1.759], [-2.101, -1.425, 1.155], [-2.369, -0.443, 2.583], [-0.993, -0.112, 1.537], [-2.958, -1.421, -2.229], [-3.540, -3.778, -2.659], [-1.976, -5.584, -2.058], [0.213, -5.013, -1.007]],
  "forces_ev_per_angstrom": [[-0.077, 0.264, 1.366], [0.069, -0.008, -0.066], [-0.042, -0.019, 0.007], [-0.172, -0.244, -0.744], [-0.064, 0.121, 0.073], [0.058, 0.013, -0.032], [-0.048, 0.049, -0.026], [0.147, -0.180, -0.048], [0.019, 0.025, 0.016], [0.030, -0.019, -0.035], [-0.010, -0.001, 0.030], [-0.051, 0.118, 0.011], [0.028, -0.100, 0.378], [0.083, -0.096, 0.016], [-0.050, 0.034, 0.003], [0.004, -0.069, 0.013], [-0.027, 0.088, -0.156], [0.051, -0.008, 0.096], [-0.005, 0.156, -0.300], [-0.031, -0.004, -0.049], [0.013, -0.073, -0.031], [0.023, 0.074, 0.130], [-0.031, 0.008, -0.187], [0.026, -0.081, 0.123], [-0.007, 0.081, -0.020], [0.007, -0.026, -0.017], [-0.010, -0.022, -0.001], [-0.003, 0.011, 0.057], [0.010, -0.030, 0.028], [-0.016, 0.005, 0.023], [0.028, 0.013, 0.062], [-0.029, 0.006, -0.027], [0.009, -0.003, -0.140], [-0.018, 0.037, -0.011], [0.002, 0.025, 0.018], [-0.001, -0.018, 0.014], [-0.006, -0.045, -0.022], [-0.069, 0.072, -0.073], [0.074, -0.071, 0.094], [0.035, -0.004, 0.137], [-0.079, 0.231, -0.081], [0.026, -0.068, 0.003], [0.046, -0.018, 0.052], [0.068, 0.039, 0.015], [-0.103, 0.021, -0.075], [0.003, 0.106, 0.019], [-0.020, -0.043, 0.035], [-0.010, -0.032, 0.046], [0.369, -0.246, -0.054], [-0.224, -0.132, -0.838], [-0.010, -0.177, 0.321], [-0.083, 0.057, -0.003], [-0.015, 0.128, -0.015], [-0.038, -0.105, -0.012], [0.198, 0.256, 0.110], [0.547, 0.016, 0.229], [-0.411, -0.139, -0.205], [0.028, -0.022, -0.022], [0.002, 0.015, -0.009], [-0.002, -0.020, 0.030], [-0.093, 0.032, -0.156], [0.005, 0.039, -0.014], [0.061, -0.050, 0.007], [-0.078, 0.073, 0.031], [-0.011, 0.030, -0.041], [-0.025, 0.021, -0.020], [-0.037, 0.027, 0.017], [-0.010, 0.000, -0.042], [0.009, -0.045, -0.025], [0.000, 0.034, -0.001], [-0.017, -0.012, 0.031], [0.049, -0.015, -0.056], [-0.014, -0.018, 0.008], [-0.008, 0.038, 0.009], [-0.068, -0.079, -0.007], [-0.049, 0.040, -0.016], [-0.004, -0.047, -0.022], [0.047, -0.015, 0.037]],
  "lowdin_charge": [0.78, -0.04, -0.03, 0.07, -0.16, -0.01, 0.15, -0.15, 0.10, -0.08, 0.10, -0.17, 0.09, -0.15, -0.02, 0.16, -0.05, -0.03, 0.10, -0.18, 0.00, -0.10, 0.10, -0.10, 0.00, 0.13, 0.13, 0.14, 0.14, 0.13, 0.14, 0.14, 0.12, 0.12, 0.12, 0.12, 0.12, -0.03, -0.38, -0.05, -0.18, -0.02, -0.04, -0.03, -0.13, -0.35, -0.04, -0.05, -0.23, 0.01, -0.23, 0.00, -0.04, -0.05, 0.01, -0.18, 0.02, 0.09, 0.09, 0.08, 0.10, 0.09, 0.09, 0.06, 0.12, 0.12, 0.13, 0.13, 0.09, 0.08, 0.09, 0.09, 0.09, 0.04, 0.13, 0.12, 0.12, 0.13],
  "molar_mass_g_mol": 652.430,
  "homo_energy_ev": -13.632,
  "lumo_ev": -7.410,
  "energy_ev": -103378.9541,
  "charge": 2,
  "orbital_gap_ev": 6.222
}



{
  "formula": "C4H10OS",
  "method": "ωB97M-V/def2-TZVPD",
  "species": ["C", "C", "S", "H", "H", "H", "H", "H", "H", "C", "C", "O", "H", "H", "H", "H"],
  "coordinates": [[-1.979, -1.334, -0.751], [-1.533, 0.144, -0.875], [-2.739, 1.083, 0.005], [-2.034, -1.833, -1.773], [-1.476, -1.859, 0.053], [-3.055, -1.337, -0.529], [-1.554, 0.422, -1.923], [-0.528, 0.466, -0.534], [-3.139, 1.922, -1.131], [3.389, 0.490, 1.508], [3.070, 0.022, 0.284], [3.044, -1.427, 0.266], [3.680, 1.650, 1.715], [3.720, -0.298, 2.201], [2.885, 0.629, -0.630], [3.283, -1.606, -0.649]],
  "forces_ev_per_angstrom": [[-0.893, -0.093, -0.805], [0.728, -0.237, -0.904], [-0.731, 1.658, -1.714], [0.871, 0.521, 1.332], [0.179, -0.275, -0.287], [0.016, -0.138, 0.326], [-0.134, 0.288, -0.058], [-0.360, -0.654, 0.290], [0.377, -1.087, 1.874], [1.258, 2.379, -0.995], [0.521, -0.827, 2.252], [-0.356, 2.403, -1.439], [-1.169, -3.131, -0.498], [-0.376, 0.749, 0.023], [0.073, -0.852, 0.642], [-0.002, -0.703, -0.039]],
  "lowdin_charge": [-0.12, -0.54, 1.13, 0.13, 0.09, 0.06, 0.08, 0.11, 0.05, -0.02, -0.26, -0.08, 0.11, 0.07, 0.11, 0.08],
  "molar_mass_g_mol": 106.190,
  "homo_energy_ev": [-11.754, -11.739],
  "lumo_ev": [-4.836, -9.097],
  "energy_ev": -17181.4454,
  "de_lowest_kcal_mol": 52.5,
  "charge": 1,
  "multiplicity": 2,
  "orbital_gap_ev": [6.917, 2.642]
}